A gas-phase ion, C7H10NOS (charge +1), computed with ωB97M-V/def2-TZVPD.

Last column: Löwdin charge in e.
Element x y z (Å)
S  -0.4099  -1.7774  -3.5874  1.0724
O  1.0865  1.4863  -0.7474  0.0167
N  -0.4389  1.5855  1.3341  0.2538
C  -1.4739  -0.9424  -1.3938  -0.1261
C  0.5612  -0.8345  -2.5451  -0.3520
C  -0.1144  -0.5110  -1.3773  -0.2837
C  0.0341  0.4031  1.1395  -0.2056
C  -1.7493  -1.6457  -2.5338  -0.3794
C  0.0189  -0.5166  2.2379  -0.0092
C  0.6670  0.2125  -0.3141  -0.2437
H  -0.6841  -1.3489  2.0445  0.1118
H  1.0368  -1.0354  2.4895  0.1549
H  0.8736  1.6225  -1.6358  0.0850
H  -0.3844  -0.1007  3.2636  0.1429
H  1.5055  -0.5880  -2.9725  0.0776
H  -0.7485  1.8546  2.2368  0.1341
H  -0.0645  2.3566  0.6473  0.2065
H  1.5825  -0.3806  -0.0145  0.1757
H  -2.6573  -1.9752  -2.9413  0.0586
H  -2.0473  -1.1940  -0.5212  0.1095

Computed properties:
- total charge = +1
- structure (SMILES) = CC(=[NH2+])[C@H](O)c1ccsc1
- largest force on an atom (hartree/bohr) = 0.082
- Kohn-Sham gap (eV) = 8.1
- ΔE to the lowest compared entry with this formula, charge and spin (eV) = 0.437

***

A molecular structure, C7H10NS, computed with ωB97M-V/def2-TZVPD.

Last column: Löwdin charge in e.
Element x y z (Å)
S  -0.6108  -1.9957  1.4042  1.0637
N  0.3577  -0.1751  -0.4451  -0.1531
C  -2.5305  -0.2486  1.8853  -0.1174
C  -0.5196  -0.4294  0.6052  -0.5293
C  2.1549  -0.0045  0.0867  0.2095
C  -1.5831  0.3764  0.9850  -0.0773
C  0.0423  0.8033  -1.4670  0.0127
C  1.4703  -1.0018  -0.7713  -0.1646
C  -2.0686  -1.4999  2.1889  -0.3866
H  1.5001  -2.0243  -0.3240  0.1298
H  0.3659  1.6981  -1.1600  0.0687
H  1.7845  -1.0576  -1.8088  0.1409
H  -3.4021  0.1386  2.4156  0.1220
H  -1.0534  0.8355  -1.6531  0.1349
H  -1.5657  1.3696  0.3742  0.1462
H  0.4382  0.5750  -2.4158  0.1014
H  2.2378  -0.2492  1.1052  0.1017
H  -2.4425  -2.3225  2.7948  0.0783
H  2.5518  0.9101  -0.3222  0.1184

Computed properties:
- total charge = +1
- largest force on an atom (hartree/bohr) = 0.075
- Kohn-Sham gap (alpha / beta) (eV) = 7.9 / 7.9
- ΔE to the lowest compared entry with this formula, charge and spin (eV) = 1.228

***

A single C7H10O molecule, computed with ωB97M-V/def2-TZVPD.

Last column: Löwdin charge in e.
Element x y z (Å)
O  0.9735  0.6554  -1.6383  0.0021
C  0.8237  -2.3088  0.7264  -0.0886
C  -0.9747  1.6147  -0.4485  -0.1154
C  0.3294  -0.9406  0.4529  -0.1772
C  0.3078  -0.5144  -1.2999  -0.1780
C  -0.4473  0.6485  -1.5619  -0.2641
C  -0.0211  0.0651  1.2099  -0.0951
C  -0.2597  1.5326  0.8890  -0.1698
H  -1.0226  0.7419  -2.5071  0.1468
H  0.6456  2.0864  1.0592  0.1199
H  -0.8240  2.6300  -0.6730  0.0906
H  0.4330  -1.3968  -2.0292  0.1580
H  0.7145  -2.5250  1.7563  0.0487
H  -2.0488  1.4004  -0.5006  0.1204
H  0.1597  0.0231  2.3189  0.1231
H  0.1770  -3.1508  0.1557  0.1280
H  -0.8344  1.7699  1.6954  0.0679
H  1.8684  -2.3315  0.3950  0.0829

Computed properties:
- structure (SMILES) = CC1=CCC[C@H]2O[C@@H]12
- largest force on an atom (hartree/bohr) = 0.103
- Kohn-Sham gap (eV) = 10.2
- ΔE to the lowest compared entry with this formula, charge and spin (eV) = 3.349